Molecular formula: C58H79N5O7PS2Sb2Ti
Method: DFT, ωB97M-V/def2-TZVPD

**Energy above the lowest of the compared OMol25 structures with the same formula, charge and spin**: 50.1 kcal/mol
**<S²>**: 0.753
**F_max**: 2.54 eV Å⁻¹
**2S+1**: 2

Cartesian coordinates (Å):
Ti 0.802 0.144 0.248
C 3.358 2.447 3.939
C 2.579 3.719 3.634
C 1.096 3.720 3.985
Sb -0.275 2.225 3.104
C -1.803 2.940 4.511
C -2.277 4.243 4.434
C -3.300 4.683 5.250
C -3.873 3.819 6.168
C -3.404 2.521 6.267
C -2.378 2.090 5.443
C -1.479 3.150 1.521
C -0.949 3.530 0.298
C -1.746 3.630 -0.830
C -3.104 3.367 -0.757
C -3.662 3.059 0.471
C -2.856 2.954 1.593
Sb 2.879 0.491 2.991
C 3.966 -0.451 4.664
C 5.002 0.174 5.345
C 5.657 -0.447 6.393
C 5.261 -1.706 6.806
C 4.213 -2.337 6.156
C 3.586 -1.715 5.088
C 4.668 0.195 1.701
C 5.953 0.078 2.224
C 7.025 -0.271 1.422
C 6.838 -0.525 0.074
C 5.568 -0.405 -0.463
C 4.498 -0.047 0.343
H 4.411 2.627 3.707
H 3.274 2.230 5.005
H 2.700 3.996 2.589
H 3.047 4.520 4.230
H 0.684 4.705 3.761
H 0.969 3.542 5.056
H -1.852 4.913 3.695
H -3.665 5.697 5.160
H -4.685 4.155 6.796
H -3.852 1.842 6.979
H -2.019 1.069 5.518
H 0.106 3.742 0.214
H -1.299 3.898 -1.777
H -3.720 3.406 -1.647
H -4.722 2.863 0.560
H -3.319 2.700 2.537
H 5.312 1.169 5.065
H 6.476 0.063 6.884
H 5.759 -2.186 7.635
H 3.884 -3.312 6.490
H 2.774 -2.220 4.574
H 6.123 0.236 3.279
H 8.011 -0.354 1.857
H 7.670 -0.822 -0.549
H 5.397 -0.596 -1.515
H 3.517 0.027 -0.115
C -7.677 -2.919 -3.402
C -7.191 -2.473 -2.059
C -6.898 -3.390 -1.055
C -6.457 -2.966 0.185
C -6.297 -1.611 0.424
C -6.592 -0.680 -0.558
C -7.041 -1.111 -1.790
S -5.854 -1.037 2.061
O -6.815 -1.566 2.987
O -5.651 0.377 1.999
N -4.412 -1.766 2.491
C -3.219 -1.598 1.696
C -2.720 -0.158 1.768
C -1.306 -0.072 1.231
O -0.412 -0.825 1.695
O -1.021 0.731 0.300
H -7.685 -4.002 -3.479
H -7.048 -2.529 -4.201
H -8.688 -2.553 -3.574
H -7.034 -4.445 -1.240
H -6.260 -3.668 0.981
H -6.478 0.364 -0.317
H -7.292 -0.390 -2.555
H -4.579 -2.705 2.811
H -3.403 -1.883 0.648
H -2.435 -2.243 2.106
H -2.709 0.151 2.819
H -3.372 0.522 1.224
C 3.564 3.294 -0.366
O 2.783 2.129 -0.621
C 1.848 1.814 0.310
O 1.737 2.585 1.287
H 3.985 3.240 0.642
H 4.358 3.301 -1.108
H 2.953 4.197 -0.453
N 1.258 -0.232 -1.491
P 0.467 -0.100 -2.818
N -1.116 -0.728 -2.912
C -1.205 -1.896 -2.062
C -2.491 -2.654 -2.365
C -3.723 -1.744 -2.205
C -3.334 -0.307 -1.865
C -2.249 0.195 -2.804
N 1.244 -1.007 -4.038
C 2.688 -1.056 -3.955
C 3.206 -2.492 -3.891
C 2.713 -3.312 -5.098
C 1.667 -2.534 -5.900
C 0.619 -1.929 -4.971
N 0.230 1.446 -3.458
C -0.312 1.568 -4.801
C 0.767 1.995 -5.792
C 1.289 3.395 -5.434
C 1.069 3.703 -3.946
C 1.238 2.442 -3.110
H -1.141 -1.626 -0.986
H -0.329 -2.521 -2.282
H -2.561 -3.525 -1.710
H -2.429 -3.016 -3.393
H -4.378 -2.134 -1.428
H -4.297 -1.743 -3.132
H -2.975 -0.226 -0.842
H -4.211 0.338 -1.956
H -1.901 1.173 -2.453
H -2.681 0.310 -3.805
H 2.957 -0.516 -3.041
H 3.147 -0.548 -4.815
H 2.847 -2.936 -2.960
H 4.297 -2.482 -3.855
H 2.271 -4.249 -4.753
H 3.544 -3.572 -5.755
H 1.174 -3.199 -6.613
H 2.149 -1.736 -6.467
H 0.107 -2.743 -4.439
H -0.133 -1.404 -5.568
H -1.129 2.302 -4.799
H -0.721 0.601 -5.091
H 0.366 1.980 -6.809
H 1.582 1.269 -5.734
H 0.782 4.151 -6.036
H 2.355 3.446 -5.665
H 0.066 4.104 -3.790
H 1.791 4.450 -3.608
H 1.105 2.664 -2.049
H 2.255 2.049 -3.253
O 2.021 -1.435 0.823
S 2.275 -2.441 -0.256
C 3.739 -3.371 0.424
C 3.286 -4.767 0.811
C 1.843 -4.615 1.274
C 1.151 -3.847 0.165
H 4.053 -2.787 1.287
H 4.526 -3.353 -0.324
H 3.922 -5.184 1.591
H 3.332 -5.438 -0.048
H 1.807 -4.028 2.192
H 1.372 -5.581 1.456
H 0.192 -3.415 0.449
H 1.042 -4.452 -0.735

Molecular formula: C58H80BrCl2N3O5PbS2Se
Method: DFT, ωB97M-V/def2-TZVPD

**Energy above the lowest of the compared OMol25 structures with the same formula, charge and spin**: 4.9 kcal/mol
**F_max**: 0.66 eV Å⁻¹

Cartesian coordinates (Å):
Pb 0.945 -0.662 0.873
C 1.308 4.229 -6.054
C 0.961 2.742 -5.877
C 1.821 1.896 -6.829
C -0.509 2.538 -6.244
C 1.261 2.336 -4.442
C 0.262 1.896 -3.562
C 0.571 1.518 -2.284
Se -0.863 1.004 -1.103
C -0.997 2.759 -0.300
C -1.953 3.610 -0.766
C -2.116 4.901 -0.220
C -1.248 5.308 0.803
C -0.263 4.503 1.327
C -0.113 3.145 0.793
O 0.690 2.335 1.277
C 0.661 4.967 2.442
C 2.115 4.913 1.945
C 0.501 4.060 3.674
C 0.362 6.404 2.871
C -3.230 5.788 -0.756
C -4.574 5.069 -0.554
C -3.000 6.034 -2.255
C -3.297 7.141 -0.046
C 1.949 1.509 -1.811
O 2.248 1.062 -0.693
C 2.975 2.041 -2.714
C 2.589 2.416 -3.971
C 4.423 2.109 -2.247
C 4.515 2.945 -0.961
C 4.944 0.685 -1.986
C 5.324 2.759 -3.298
H 1.089 4.542 -7.076
H 2.363 4.422 -5.860
H 0.720 4.847 -5.373
H 1.576 2.144 -7.863
H 1.634 0.832 -6.676
H 2.885 2.077 -6.685
H -0.665 2.836 -7.282
H -1.171 3.145 -5.624
H -0.806 1.492 -6.147
H -0.770 1.851 -3.878
H -2.594 3.282 -1.576
H -1.372 6.300 1.205
H 2.405 3.898 1.695
H 2.780 5.282 2.729
H 2.246 5.545 1.063
H 0.727 3.022 3.442
H -0.518 4.120 4.063
H 1.185 4.400 4.455
H 0.499 7.115 2.053
H 1.053 6.681 3.668
H -0.652 6.511 3.262
H -4.627 4.141 -1.123
H -5.392 5.713 -0.881
H -4.729 4.825 0.498
H -2.970 5.100 -2.817
H -2.057 6.558 -2.421
H -3.808 6.645 -2.660
H -3.471 7.025 1.025
H -4.123 7.721 -0.457
H -2.382 7.719 -0.188
H 3.338 2.788 -4.654
H 3.969 2.478 -0.146
H 4.113 3.948 -1.122
H 5.561 3.043 -0.666
H 4.390 0.193 -1.190
H 5.996 0.734 -1.700
H 4.863 0.075 -2.887
H 5.011 3.779 -3.529
H 5.354 2.183 -4.224
H 6.341 2.804 -2.907
C 1.440 -6.710 5.635
C 1.871 -5.526 6.497
C 2.514 -4.395 5.697
C 1.516 -3.684 4.786
N 2.142 -2.678 3.943
C 2.819 -2.953 2.828
S 3.492 -1.702 1.874
N 2.980 -4.242 2.490
C 3.549 -4.712 1.234
C 4.112 -6.115 1.422
C 5.430 -6.138 2.196
C 6.608 -5.616 1.380
H 1.037 -7.518 6.247
H 2.290 -7.111 5.077
H 0.665 -6.432 4.918
H 2.587 -5.876 7.244
H 1.010 -5.136 7.048
H 3.351 -4.795 5.115
H 2.937 -3.651 6.375
H 0.776 -3.154 5.386
H 0.959 -4.398 4.170
H 1.771 -1.718 4.002
H 2.475 -4.925 3.034
H 4.324 -4.005 0.944
H 2.797 -4.684 0.438
H 4.250 -6.569 0.437
H 3.369 -6.731 1.943
H 5.639 -7.160 2.519
H 5.319 -5.539 3.105
H 6.757 -6.224 0.485
H 7.529 -5.643 1.961
H 6.452 -4.585 1.061
O -2.423 -1.512 -0.708
S -3.661 -1.907 -1.431
C -3.752 -3.721 -1.393
C -2.692 -4.289 -2.295
C -2.668 -3.964 -3.649
C -1.666 -4.453 -4.471
C -0.677 -5.276 -3.950
C -0.701 -5.611 -2.606
C -1.704 -5.118 -1.785
C -5.049 -1.562 -0.276
C -5.921 -0.466 -0.814
C -5.387 0.803 -1.032
C -6.169 1.809 -1.574
C -7.497 1.564 -1.900
C -8.036 0.307 -1.681
C -7.249 -0.704 -1.143
H -4.759 -3.978 -1.731
H -3.615 -4.030 -0.354
H -3.431 -3.313 -4.059
H -1.653 -4.185 -5.519
H 0.113 -5.646 -4.589
H 0.072 -6.245 -2.192
H -1.716 -5.369 -0.735
H -4.529 -1.263 0.637
H -5.610 -2.476 -0.089
H -4.350 0.996 -0.776
H -5.745 2.791 -1.744
H -8.107 2.350 -2.325
H -9.070 0.108 -1.928
H -7.674 -1.686 -0.973
Cl -3.060 0.212 4.987
C -1.497 0.765 4.350
Cl -1.722 1.362 2.681
C -0.376 -0.315 4.482
O -0.492 -1.079 5.438
O 0.526 -0.248 3.615
H -1.201 1.629 4.940
Br 1.252 -2.225 -1.340
C -2.449 -4.367 3.082
C -1.321 -4.801 2.404
C -0.515 -3.857 1.786
N -0.781 -2.556 1.807
C -1.878 -2.145 2.441
C -2.735 -3.011 3.100
H -3.090 -5.072 3.596
H -1.062 -5.851 2.355
H 0.370 -4.148 1.229
H -2.071 -1.079 2.425
H -3.590 -2.617 3.632

Molecular formula: C58H98Cl6O24
Method: DFT, ωB97M-V/def2-TZVPD

**F_max**: 4.19 eV Å⁻¹
**E_tot**: -6835.36907 Eh

Cartesian coordinates (Å):
C 29.454 7.265 -20.685
C 29.581 7.183 -22.025
C 30.859 7.006 -22.815
O 30.958 7.082 -24.053
C 31.937 6.854 -21.947
C 31.914 7.034 -20.596
C 30.654 7.241 -19.823
O 30.565 7.353 -18.603
O 33.034 6.796 -19.915
O 28.496 7.103 -22.836
H 28.454 7.287 -20.277
H 32.871 6.733 -22.475
H 32.904 6.371 -19.064
H 28.750 6.751 -23.692
C 27.124 2.858 -19.201
C 28.302 2.897 -18.583
C 29.572 3.476 -19.129
O 30.568 3.587 -18.398
C 29.425 3.875 -20.560
C 28.262 3.731 -21.233
C 27.001 3.294 -20.639
O 25.924 3.162 -21.202
O 28.235 4.248 -22.471
O 28.347 2.430 -17.291
H 26.253 2.442 -18.716
H 30.263 4.334 -21.064
H 27.577 3.859 -23.051
H 29.207 2.646 -16.923
C 27.488 10.623 -20.928
C 28.093 11.803 -20.827
C 28.202 12.523 -19.507
O 28.776 13.581 -19.310
C 27.690 11.749 -18.380
C 27.055 10.550 -18.492
C 26.849 9.870 -19.825
O 26.356 8.735 -19.902
O 26.597 9.861 -17.415
O 28.744 12.415 -21.870
H 27.435 10.178 -21.910
H 27.649 12.264 -17.432
H 26.136 9.049 -17.638
H 29.251 13.171 -21.565
C 26.887 6.760 -29.078
C 26.968 6.450 -27.765
C 27.950 7.001 -26.809
O 28.030 6.627 -25.628
C 28.840 8.028 -27.396
C 28.682 8.364 -28.713
C 27.758 7.704 -29.746
O 27.699 8.026 -30.880
O 29.272 9.466 -29.211
O 26.259 5.381 -27.273
H 26.211 6.184 -29.693
H 29.509 8.577 -26.749
H 29.248 9.676 -30.148
H 26.764 5.033 -26.535
C 20.977 4.420 -22.937
Cl 20.254 5.238 -24.347
Cl 21.061 2.623 -23.207
Cl 20.134 4.929 -21.520
H 22.018 4.737 -22.867
C 21.737 7.080 -29.593
Cl 23.502 7.123 -29.783
Cl 20.974 6.101 -30.877
Cl 21.091 8.658 -29.596
H 21.410 6.519 -28.718
C 24.233 5.716 -21.380
C 24.885 6.410 -22.558
O 23.855 6.493 -23.474
C 24.390 6.747 -24.735
C 23.296 6.580 -25.869
H 23.956 4.736 -21.769
H 24.874 5.722 -20.499
H 23.308 6.159 -21.012
H 25.148 7.407 -22.206
H 25.808 5.902 -22.835
H 24.786 7.736 -24.964
H 25.176 6.017 -24.927
H 23.420 6.048 -26.812
H 23.064 7.619 -26.103
H 22.429 6.183 -25.341
C 22.734 3.700 -18.841
C 21.832 2.501 -19.289
O 22.185 1.416 -18.425
C 21.617 0.154 -18.635
C 22.300 -0.509 -19.863
H 22.206 4.631 -19.047
H 22.774 3.736 -17.752
H 23.693 3.648 -19.356
H 20.774 2.754 -19.223
H 21.921 2.336 -20.363
H 21.855 -0.466 -17.770
H 20.539 0.223 -18.776
H 22.496 0.125 -20.728
H 21.903 -1.454 -20.233
H 23.251 -0.965 -19.589
C 20.326 9.628 -25.557
C 19.736 8.322 -25.918
O 19.034 8.454 -27.171
C 18.325 7.272 -27.527
C 17.936 7.421 -28.963
H 21.310 9.687 -26.022
H 19.718 10.463 -25.905
H 20.405 9.787 -24.481
H 20.532 7.578 -25.962
H 19.110 7.959 -25.102
H 18.907 6.385 -27.276
H 17.447 7.292 -26.882
H 17.013 6.906 -29.232
H 18.730 7.202 -29.677
H 17.667 8.457 -29.169
C 24.160 2.935 -29.880
C 23.604 2.800 -28.443
O 22.183 3.060 -28.423
C 21.572 3.123 -27.168
C 21.442 1.671 -26.579
H 25.209 2.650 -29.950
H 23.627 2.230 -30.517
H 24.013 3.936 -30.286
H 23.674 1.812 -27.987
H 24.182 3.584 -27.952
H 22.111 3.864 -26.578
H 20.597 3.559 -27.387
H 22.255 1.656 -25.853
H 21.688 0.845 -27.245
H 20.484 1.533 -26.079
C 25.130 12.361 -24.238
C 24.202 11.576 -25.228
O 25.017 11.084 -26.272
C 24.318 10.711 -27.462
C 25.404 10.262 -28.460
H 24.686 13.036 -23.506
H 25.919 11.805 -23.732
H 25.700 12.944 -24.962
H 23.685 10.731 -24.774
H 23.464 12.248 -25.666
H 23.757 9.808 -27.218
H 23.690 11.483 -27.905
H 26.441 10.195 -28.131
H 25.509 11.009 -29.247
H 25.160 9.324 -28.959
C 28.212 2.150 -27.206
C 28.094 2.780 -25.760
O 26.823 3.304 -25.358
C 25.895 2.273 -24.863
C 24.667 2.882 -24.278
H 29.209 2.166 -27.645
H 27.836 1.142 -27.384
H 27.661 2.910 -27.760
H 28.564 2.287 -24.909
H 28.630 3.727 -25.826
H 25.658 1.628 -25.709
H 26.352 1.574 -24.163
H 23.992 3.268 -25.042
H 25.079 3.589 -23.558
H 24.223 2.113 -23.646
C 23.115 10.002 -21.461
C 21.930 10.139 -20.478
O 21.645 8.846 -19.906
C 20.474 8.910 -19.095
C 20.067 7.610 -18.475
H 23.992 9.718 -20.879
H 22.960 9.108 -22.065
H 23.441 10.862 -22.047
H 22.031 10.900 -19.704
H 21.160 10.552 -21.131
H 20.705 9.601 -18.285
H 19.634 9.304 -19.667
H 19.906 6.822 -19.211
H 19.087 7.781 -18.031
H 20.790 7.311 -17.716
C 27.457 6.394 -17.322
C 25.967 6.222 -17.391
O 25.320 7.486 -17.494
C 23.887 7.431 -17.385
C 23.533 8.931 -17.124
H 27.692 6.742 -16.316
H 28.043 5.483 -17.193
H 27.885 7.013 -18.110
H 25.767 5.652 -18.299
H 25.726 5.665 -16.486
H 23.434 7.049 -18.300
H 23.559 6.863 -16.514
H 23.818 9.564 -17.964
H 24.073 9.349 -16.275
H 22.491 9.041 -16.822